No. 1
C2H8N4O | the ωB97M-V functional and the def2-TZVPD basis

XYZ file:
```
15
C2H8N4O (the ωB97M-V functional and the def2-TZVPD basis)
C 1.038 0.872 1.001
N 0.766 -0.119 -0.027
N 1.002 -1.402 0.476
N -0.554 0.060 -0.572
N -0.616 0.559 -1.871
C -1.688 -0.257 0.080
O -1.740 -0.707 1.201
H 0.392 0.750 1.876
H 2.076 0.748 1.299
H 0.896 1.864 0.577
H 0.332 -1.658 1.205
H 0.958 -2.079 -0.278
H -0.098 -0.047 -2.505
H -0.193 1.485 -1.910
H -2.571 -0.071 -0.553
```

The value obtained for the HOMO-LUMO gap is 9.947 eV. Its energy above the lowest of the compared OMol25 structures with the same formula, charge and spin is 3.318 eV. As for the SMILES: CN(N)N(N)C=O. The spin multiplicity is 1. Its HOMO energy is -9.01 eV.

Atom charges from the natural (NBO) analysis, given in e for atoms 1 to 2:
1 C -0.425
2 N -0.147

---

No. 2
C6H7NO | the ωB97M-V functional and the def2-TZVPD basis

XYZ file:
```
15
C6H7NO (the ωB97M-V functional and the def2-TZVPD basis)
C 0.062 1.669 -1.567
C 0.938 1.514 -0.528
C 2.055 0.478 -0.535
C 1.366 -0.473 0.069
N 0.212 -0.161 0.541
C -1.081 -0.582 0.657
C -1.244 -1.941 1.292
O -1.992 0.098 0.231
H 0.033 0.981 -2.397
H -0.835 2.255 -1.466
H 1.222 2.366 0.078
H 3.106 0.619 -0.705
H -2.302 -2.130 1.452
H -0.828 -2.705 0.636
H -0.712 -1.989 2.241
```

The value obtained for the HOMO-LUMO gap (alpha / beta) is 7.892 / 7.895 eV. Its energy above the lowest of the compared OMol25 structures with the same formula, charge and spin is 5.034 eV. As for the SMILES: C=CC=C=NC(C)=O. The spin multiplicity is 1. Its HOMO energy (alpha / beta) is -8.88 / -8.88 eV.

Atom charges from the natural (NBO) analysis, given in e for atoms 1 to 2:
1 C -0.382
2 C -0.176

---

No. 3
C45H100Br2N5 | the ωB97M-V functional and the def2-TZVPD basis

XYZ file:
```
152
C45H100Br2N5 (the ωB97M-V functional and the def2-TZVPD basis)
C -9.491 -14.221 -24.922
C -10.171 -13.046 -25.653
C -9.741 -11.677 -25.129
C -10.594 -10.650 -25.796
N -10.259 -9.173 -25.408
C -11.361 -8.181 -25.902
C -11.408 -7.025 -24.901
C -10.397 -7.407 -23.785
C -10.372 -8.914 -23.846
C -8.911 -8.679 -26.004
H -9.623 -15.120 -25.525
H -10.039 -14.282 -23.982
H -8.432 -14.019 -24.764
H -11.259 -13.110 -25.623
H -9.989 -13.076 -26.727
H -8.714 -11.508 -25.454
H -9.707 -11.591 -24.043
H -11.653 -10.699 -25.545
H -10.564 -10.724 -26.883
H -10.960 -8.016 -26.902
H -12.324 -8.682 -25.805
H -11.331 -6.037 -25.354
H -12.423 -6.960 -24.509
H -9.425 -6.975 -24.024
H -10.609 -7.033 -22.783
H -9.488 -9.434 -23.476
H -11.336 -9.156 -23.398
H -8.046 -9.178 -25.567
H -8.743 -7.606 -25.907
H -8.948 -8.867 -27.077
C -9.318 1.268 -26.093
C -8.608 0.799 -24.818
C -9.465 0.075 -23.877
C -8.878 -0.087 -22.472
N -9.543 0.897 -21.439
C -9.044 0.497 -20.030
C -10.110 0.827 -18.998
C -11.412 0.851 -19.853
C -11.051 0.613 -21.346
C -9.097 2.347 -21.704
H -10.033 0.493 -26.369
H -8.679 1.565 -26.925
H -9.990 2.109 -25.924
H -8.134 1.672 -24.369
H -7.764 0.186 -25.133
H -9.691 -0.897 -24.316
H -10.478 0.478 -23.886
H -7.818 0.136 -22.347
H -8.967 -1.142 -22.215
H -8.124 1.007 -19.745
H -8.836 -0.572 -19.984
H -9.901 1.760 -18.474
H -10.161 0.110 -18.178
H -11.911 1.820 -19.840
H -12.099 0.136 -19.400
H -11.489 1.235 -22.127
H -11.275 -0.393 -21.702
H -9.638 3.060 -21.082
H -9.252 2.479 -22.775
H -8.014 2.354 -21.576
C -17.699 -1.950 -13.860
C -17.866 -1.411 -15.324
C -16.612 -0.790 -15.934
C -15.512 -1.830 -16.081
N -14.248 -1.259 -16.860
C -14.615 -1.161 -18.414
C -14.044 -2.462 -19.141
C -13.266 -3.241 -18.012
C -13.046 -2.270 -16.854
C -13.829 0.035 -16.199
H -18.621 -2.393 -13.482
H -17.407 -1.184 -13.142
H -16.891 -2.674 -13.753
H -18.627 -0.631 -15.332
H -18.183 -2.262 -15.925
H -16.259 0.062 -15.353
H -16.861 -0.214 -16.826
H -15.816 -2.705 -16.655
H -15.018 -2.173 -15.172
H -14.215 -0.205 -18.752
H -15.700 -1.255 -18.472
H -13.434 -2.018 -19.927
H -14.816 -3.033 -19.657
H -12.347 -3.635 -18.445
H -13.703 -4.184 -17.682
H -12.181 -1.638 -17.055
H -12.780 -2.774 -15.925
H -14.550 0.848 -16.291
H -12.887 0.429 -16.580
H -13.702 -0.262 -15.158
C -23.193 -2.582 -24.358
C -21.855 -2.144 -23.651
C -22.043 -1.272 -22.447
C -20.829 -0.446 -22.149
N -20.681 -0.021 -20.667
C -19.359 0.799 -20.302
C -18.862 0.257 -18.899
C -19.845 -0.783 -18.491
C -20.653 -1.231 -19.692
C -21.941 0.872 -20.307
H -23.896 -1.758 -24.481
H -23.686 -3.343 -23.754
H -23.037 -2.995 -25.354
H -21.334 -1.605 -24.443
H -21.106 -2.887 -23.378
H -22.471 -1.790 -21.589
H -22.814 -0.532 -22.663
H -20.741 0.462 -22.745
H -19.894 -0.987 -22.297
H -19.576 1.865 -20.370
H -18.585 0.430 -20.974
H -18.819 1.175 -18.312
H -17.869 -0.191 -18.864
H -20.370 -0.315 -17.659
H -19.326 -1.699 -18.209
H -21.644 -1.628 -19.471
H -20.075 -1.978 -20.237
H -22.131 1.670 -21.025
H -21.658 1.360 -19.374
H -22.877 0.334 -20.158
C -13.015 -3.185 -23.239
C -13.298 -1.849 -23.922
C -14.169 -0.817 -23.179
C -14.468 0.415 -24.078
N -15.528 1.416 -23.626
C -16.973 0.949 -23.789
C -17.426 1.321 -25.242
C -16.866 2.661 -25.468
C -15.646 2.651 -24.551
C -15.245 1.849 -22.172
H -12.309 -3.815 -23.780
H -13.878 -3.841 -23.126
H -12.514 -3.083 -22.276
H -13.667 -2.152 -24.902
H -12.366 -1.306 -24.083
H -13.687 -0.474 -22.263
H -15.095 -1.273 -22.827
H -14.863 0.217 -25.074
H -13.515 0.938 -24.146
H -17.542 1.392 -22.971
H -16.852 -0.101 -23.520
H -18.516 1.335 -25.234
H -17.134 0.614 -26.019
H -17.532 3.480 -25.198
H -16.481 2.828 -26.474
H -15.787 3.579 -23.997
H -14.685 2.930 -24.982
H -14.224 2.187 -22.000
H -15.450 1.043 -21.467
H -15.898 2.676 -21.895
Br -17.455 -2.619 -21.661
Br -12.257 3.824 -23.432
```

The value obtained for the HOMO-LUMO gap (alpha / beta) is 2.331 / 7.174 eV. As for the expectation value of S²: 0.75. The spin multiplicity is 2. The charge is +2. Its HOMO energy (alpha / beta) is -5.62 / -10.47 eV.

Atom charges from the Mulliken analysis, given in e for atoms 1 to 2:
1 C -1.208
2 C -0.645

---

No. 4
C45H37N2OP2S3Zr | the ωB97M-V functional and the def2-TZVPD basis

XYZ file:
```
91
C45H37N2OP2S3Zr (the ωB97M-V functional and the def2-TZVPD basis)
Zr -0.853 0.312 -0.400
C -0.104 -3.444 2.121
N -0.989 -2.314 1.751
P -0.415 -0.716 2.052
C 0.420 -0.633 3.610
C 1.628 0.061 3.683
C 2.251 0.208 4.913
C 1.676 -0.343 6.048
C 0.473 -1.040 5.972
C -0.166 -1.183 4.755
C -1.931 0.270 2.117
C -3.186 -0.132 2.593
C -4.196 0.799 2.731
C -3.978 2.134 2.384
C -2.740 2.555 1.926
C -1.713 1.627 1.811
P -1.611 -2.217 0.128
C -3.398 -2.099 0.183
C -4.255 -2.907 0.926
C -5.617 -2.648 0.917
C -6.124 -1.582 0.180
C -5.273 -0.767 -0.554
C -3.911 -1.028 -0.550
C -1.095 -3.673 -0.784
C -1.771 -4.884 -0.631
C -1.358 -6.001 -1.339
C -0.279 -5.915 -2.208
C 0.392 -4.710 -2.373
C -0.012 -3.591 -1.663
H 0.089 -3.410 3.190
H 0.850 -3.425 1.587
H -0.608 -4.380 1.896
H 2.073 0.480 2.788
H 3.185 0.748 4.986
H 2.167 -0.229 7.006
H 0.035 -1.464 6.866
H -1.110 -1.713 4.694
H -3.355 -1.167 2.856
H -5.160 0.495 3.116
H -4.782 2.851 2.487
H -2.569 3.593 1.675
H -0.703 1.973 1.562
H -3.864 -3.716 1.531
H -6.287 -3.278 1.487
H -7.189 -1.389 0.180
H -5.665 0.066 -1.123
H -3.278 -0.390 -1.172
H -2.627 -4.962 0.028
H -1.884 -6.938 -1.217
H 0.034 -6.788 -2.764
H 1.226 -4.647 -3.060
H 0.509 -2.655 -1.797
O -1.842 1.859 -1.086
C -1.240 2.102 -2.389
C -1.738 3.406 -2.926
C -1.560 3.910 -4.182
C -2.105 5.213 -4.318
C -2.669 5.660 -3.162
S -2.589 4.500 -1.911
C 0.262 2.070 -2.139
C 1.296 1.726 -2.965
C 2.570 1.981 -2.393
C 2.487 2.497 -1.137
S 0.862 2.760 -0.661
C -1.651 0.876 -3.177
C -1.106 -0.396 -3.026
C -1.951 -1.410 -3.581
C -3.086 -0.889 -4.109
S -3.168 0.817 -3.938
H -1.051 3.384 -4.979
H -2.074 5.791 -5.229
H -3.157 6.605 -2.986
H 1.152 1.323 -3.959
H 3.508 1.796 -2.897
H 3.295 2.786 -0.481
H -0.067 -0.581 -2.772
H -1.691 -2.458 -3.620
H -3.875 -1.413 -4.626
N 1.202 -0.578 -0.731
C 2.291 -0.932 -0.874
C 3.624 -1.374 -1.035
C 4.102 -1.658 -2.322
C 5.404 -2.090 -2.472
C 6.219 -2.236 -1.354
C 5.742 -1.954 -0.077
C 4.443 -1.522 0.093
H 3.456 -1.537 -3.183
H 5.789 -2.314 -3.457
H 7.240 -2.575 -1.479
H 6.388 -2.072 0.782
H 4.056 -1.301 1.080
```

The value obtained for the HOMO-LUMO gap is 5.829 eV. Its energy above the lowest of the compared OMol25 structures with the same formula, charge and spin is 0.877 eV. The spin multiplicity is 1. The charge is +3. Its HOMO energy is -15.39 eV.

Atom charges from the Mulliken analysis, given in e for atoms 1 to 2:
1 Zr -0.492
2 C -1.064

---

| no. | E_tot (eV) |
| --- | --- |
| 1 | -10209.2952 |
| 2 | -9867.6234 |
| 3 | -195802.8258 |
| 4 | -104634.2442 |